{"formula": "C61H154BrN9O9", "method": "ωB97M-V/def2-TZVPD", "orbital_gap_ha": 0.187, "largest_force_ha_per_bohr": 0.0560, "charge": 8, "e_tot_ev": -167536.6150, "homo_energy_ev": -22.80, "elements": ["C", "C", "C", "C", "C", "C", "N", "O", "C", "C", "C", "H", "H", "H", "H", "H", "H", "H", "H", "H", "H", "H", "H", "H", "H", "H", "H", "H", "H", "C", "C", "N", "C", "C", "C", "C", "C", "O", "C", "H", "H", "H", "H", "H", "H", "H", "H", "H", "H", "H", "H", "H", "H", "H", "H", "H", "H", "H", "H", "C", "C", "N", "C", "C", "C", "C", "C", "O", "C", "H", "H", "H", "H", "H", "H", "H", "H", "H", "H", "H", "H", "H", "H", "H", "H", "H", "H", "H", "H", "C", "C", "N", "C", "C", "C", "C", "C", "O", "C", "H", "H", "H", "H", "H", "H", "H", "H", "H", "H", "H", "H", "H", "H", "H", "H", "H", "H", "H", "H", "C", "C", "N", "C", "C", "C", "C", "C", "O", "C", "H", "H", "H", "H", "H", "H", "H", "H", "H", "H", "H", "H", "H", "H", "H", "H", "H", "H", "H", "H", "C", "N", "C", "C", "C", "C", "O", "H", "H", "H", "H", "H", "H", "H", "H", "H", "H", "H", "H", "H", "H", "C", "N", "C", "C", "C", "C", "O", "H", "H", "H", "H", "H", "H", "H", "H", "H", "H", "H", "H", "H", "H", "C", "N", "C", "C", "C", "C", "O", "H", "H", "H", "H", "H", "H", "H", "H", "H", "H", "H", "H", "H", "H", "C", "N", "C", "C", "C", "C", "O", "H", "H", "H", "H", "H", "H", "H", "H", "H", "H", "H", "H", "H", "H", "Br"], "positions_angstrom": [[-1.230, 1.663, -0.897], [0.016, 0.778, -0.942], [1.112, 1.350, -0.018], [2.257, 0.448, 0.417], [1.775, -0.923, 0.893], [0.743, -1.638, 0.009], [-0.334, -0.641, -0.473], [-1.490, -0.858, -0.405], [0.156, -2.705, 0.969], [1.447, -2.330, -1.189], [0.554, 0.742, -2.380], [-0.942, 2.656, -1.244], [-1.572, 1.732, 0.138], [-2.052, 1.451, -1.581], [0.623, 1.716, 0.893], [1.429, 2.288, -0.479], [2.853, 0.904, 1.205], [2.889, 0.387, -0.477], [1.361, -0.653, 1.869], [2.589, -1.629, 1.048], [-0.507, -3.384, 0.429], [-0.401, -2.135, 1.706], [0.919, -3.306, 1.458], [0.757, -2.882, -1.829], [2.246, -3.012, -0.890], [2.048, -1.708, -1.856], [-0.208, 0.556, -3.133], [1.519, 0.242, -2.440], [0.893, 1.768, -2.553], [-5.152, 0.489, -4.860], [-5.195, 0.318, -3.368], [-6.277, -0.585, -2.827], [-7.600, -0.008, -3.298], [-6.128, -2.006, -3.348], [-7.006, -3.078, -2.726], [-6.225, -0.606, -1.284], [-4.944, -1.152, -0.690], [-5.288, -2.175, 0.237], [-4.299, -2.555, 1.170], [-5.987, 1.052, -5.278], [-4.900, -0.397, -5.436], [-4.363, 1.229, -5.032], [-5.306, 1.302, -2.911], [-4.234, -0.082, -3.032], [-8.334, -0.501, -2.665], [-7.806, -0.306, -4.324], [-7.560, 1.077, -3.261], [-5.066, -2.263, -3.309], [-6.266, -1.928, -4.427], [-8.060, -2.943, -2.969], [-6.887, -3.203, -1.649], [-6.792, -4.081, -3.102], [-7.152, -1.081, -0.978], [-6.291, 0.463, -1.082], [-4.419, -0.347, -0.157], [-4.129, -1.563, -1.301], [-4.755, -3.130, 1.974], [-3.866, -1.636, 1.613], [-3.421, -3.161, 0.898], [-1.107, 4.416, -3.257], [-0.828, 5.935, -3.226], [0.103, 6.418, -4.328], [0.529, 7.853, -4.093], [1.386, 5.621, -4.394], [2.136, 5.442, -3.062], [-0.699, 6.459, -5.657], [0.096, 6.889, -6.877], [1.077, 5.987, -7.285], [0.550, 4.955, -8.151], [-1.518, 4.114, -4.220], [-1.769, 4.088, -2.461], [-0.137, 3.931, -3.139], [-0.293, 6.117, -2.293], [-1.757, 6.501, -3.208], [1.286, 8.095, -4.832], [1.028, 7.874, -3.127], [-0.298, 8.556, -4.130], [2.099, 6.108, -5.056], [1.138, 4.688, -4.898], [1.631, 4.790, -2.344], [2.460, 6.379, -2.615], [3.021, 4.854, -3.315], [-1.525, 7.123, -5.414], [-1.031, 5.435, -5.823], [0.517, 7.894, -6.811], [-0.632, 7.044, -7.684], [-0.304, 4.484, -7.649], [1.269, 4.147, -8.247], [0.230, 5.452, -9.065], [-2.977, -4.880, 7.228], [-1.587, -4.603, 6.620], [-1.687, -3.502, 5.571], [-0.317, -3.369, 4.951], [-2.681, -3.744, 4.419], [-2.370, -4.963, 3.531], [-2.181, -2.185, 6.148], [-1.736, -1.746, 7.534], [-0.317, -1.770, 7.544], [0.306, -1.454, 8.796], [-3.746, -5.258, 6.550], [-3.370, -4.042, 7.797], [-2.882, -5.752, 7.878], [-1.212, -5.541, 6.223], [-1.052, -4.139, 7.445], [-0.351, -2.610, 4.167], [-0.079, -4.342, 4.529], [0.447, -3.058, 5.657], [-2.668, -2.786, 3.894], [-3.674, -3.764, 4.862], [-3.290, -5.214, 3.006], [-2.005, -5.792, 4.135], [-1.636, -4.692, 2.771], [-3.268, -2.117, 6.125], [-1.819, -1.403, 5.467], [-2.271, -2.334, 8.285], [-2.037, -0.707, 7.701], [-0.064, -2.108, 9.589], [0.197, -0.426, 9.148], [1.355, -1.721, 8.674], [6.092, 2.355, 1.979], [5.728, 1.846, 0.582], [6.260, 2.622, -0.613], [5.457, 2.129, -1.802], [5.987, 4.118, -0.434], [6.370, 4.999, -1.615], [7.756, 2.400, -0.829], [8.223, 0.966, -0.701], [8.510, 0.720, 0.665], [8.500, -0.657, 0.992], [5.745, 1.601, 2.691], [5.443, 3.210, 2.158], [7.169, 2.399, 2.120], [4.645, 1.868, 0.466], [6.059, 0.810, 0.545], [4.490, 2.625, -1.853], [5.304, 1.053, -1.751], [6.078, 2.353, -2.667], [6.520, 4.374, 0.480], [4.923, 4.264, -0.237], [6.199, 6.053, -1.401], [5.713, 4.804, -2.467], [7.400, 4.882, -1.946], [8.234, 2.920, 0.005], [8.077, 2.912, -1.731], [9.105, 0.805, -1.328], [7.490, 0.249, -1.094], [7.487, -1.013, 1.211], [9.158, -0.858, 1.837], [8.952, -1.261, 0.201], [0.917, 0.712, 5.917], [2.249, 1.391, 5.851], [2.116, 2.881, 5.630], [2.924, 1.190, 7.210], [3.059, 0.909, 4.640], [3.464, -0.558, 4.605], [4.045, -1.076, 5.775], [0.236, 1.006, 5.103], [0.394, 1.112, 6.787], [1.136, -0.349, 5.979], [1.433, 3.262, 6.393], [1.546, 3.128, 4.736], [3.100, 3.295, 5.827], [3.960, 1.477, 7.039], [2.910, 0.126, 7.421], [2.401, 1.818, 7.924], [3.962, 1.518, 4.713], [2.437, 1.157, 3.782], [4.247, -0.687, 3.849], [2.598, -1.089, 4.196], [5.001, -1.082, 5.665], [3.936, -4.876, -5.828], [2.432, -5.021, -5.810], [1.990, -6.116, -6.755], [2.134, -5.417, -4.379], [1.625, -3.756, -6.129], [1.987, -2.457, -5.437], [3.295, -2.022, -5.766], [4.157, -4.734, -6.884], [4.315, -5.832, -5.470], [4.290, -4.098, -5.163], [2.471, -7.073, -6.553], [2.336, -5.753, -7.721], [0.923, -6.296, -6.655], [2.444, -4.637, -3.691], [2.512, -6.422, -4.209], [1.046, -5.497, -4.312], [0.627, -4.137, -5.914], [1.677, -3.653, -7.213], [1.695, -2.390, -4.381], [1.327, -1.695, -5.872], [3.391, -1.153, -5.365], [-3.699, -7.473, -1.923], [-3.201, -6.216, -1.253], [-1.865, -5.943, -1.896], [-4.127, -5.086, -1.555], [-3.004, -6.458, 0.230], [-4.138, -7.127, 0.970], [-5.318, -6.367, 1.130], [-4.629, -7.841, -1.491], [-3.004, -8.287, -1.711], [-3.867, -7.423, -2.996], [-1.945, -5.924, -2.980], [-1.149, -6.703, -1.588], [-1.433, -4.991, -1.582], [-3.766, -4.125, -1.190], [-5.113, -5.343, -1.175], [-4.147, -4.935, -2.635], [-2.607, -5.596, 0.766], [-2.193, -7.189, 0.292], [-3.786, -7.364, 1.979], [-4.352, -8.131, 0.595], [-5.499, -6.343, 2.074], [-3.362, 5.691, 2.390], [-1.905, 5.326, 2.261], [-1.571, 5.142, 0.795], [-0.984, 6.373, 2.852], [-1.555, 3.991, 2.951], [-1.955, 3.968, 4.401], [-1.068, 4.756, 5.201], [-3.643, 6.500, 1.721], [-3.599, 5.942, 3.421], [-3.976, 4.817, 2.171], [-1.777, 6.099, 0.320], [-2.056, 4.282, 0.344], [-0.485, 5.034, 0.789], [-0.015, 5.928, 3.051], [-1.410, 6.685, 3.803], [-0.903, 7.277, 2.249], [-0.512, 3.675, 2.982], [-2.153, 3.322, 2.333], [-1.912, 2.952, 4.799], [-2.960, 4.325, 4.635], [-1.046, 4.312, 6.054], [-1.565, 0.166, 3.011]], "forces_ev_per_a": [[0.11, 0.27, 0.32], [0.56, 0.18, -0.58], [-0.91, 0.71, 1.58], [0.34, -0.36, -1.93], [-0.02, 1.73, 0.19], [1.16, -1.41, 0.73], [0.02, 0.93, 0.30], [0.38, -1.12, 0.22], [-1.10, 0.61, -1.12], [0.20, 0.38, -0.85], [0.67, 0.87, 0.38], [0.47, -0.02, 0.33], [-0.27, -0.06, -0.06], [0.08, -0.74, 0.13], [-0.30, -0.30, 0.03], [0.36, -0.22, -0.25], [-0.11, 0.14, -0.03], [0.41, -0.38, 0.25], [-0.49, -0.72, 0.04], [0.06, 0.07, -0.05], [-0.11, -0.02, 0.11], [-0.31, -0.20, 0.38], [0.31, 0.26, -0.21], [-0.15, -0.02, 0.16], [-0.51, -0.25, 0.81], [-0.47, 0.60, 0.11], [0.23, -0.62, -0.05], [-0.43, -0.72, -0.39], [-0.38, 0.15, -0.03], [0.35, 0.99, -0.45], [0.42, -0.37, 0.17], [0.10, -0.43, 0.02], [-0.02, -0.91, 0.35], [0.72, -0.15, -0.98], [-0.44, -0.12, 0.23], [-0.08, 1.27, -1.90], [0.93, -0.74, 1.60], [-0.10, -0.66, -0.35], [0.42, 1.25, 1.13], [-0.41, -0.59, 0.04], [-0.23, -0.02, 0.00], [0.31, -0.30, -0.01], [-0.31, -0.13, 0.21], [-0.08, -0.15, 0.12], [-0.40, 0.61, -0.04], [0.25, -0.06, -0.01], [-0.24, -0.04, 0.44], [0.04, 0.09, 0.57], [-0.49, -0.08, 0.05], [-0.02, 0.17, 0.17], [-0.03, 0.39, 0.05], [0.33, 0.25, -0.50], [0.33, -0.26, 0.42], [-0.22, -0.10, 0.47], [-0.24, 0.13, 0.21], [-0.52, 0.13, -0.94], [-0.45, 0.15, -0.15], [-0.12, -0.29, 0.06], [-0.23, -0.01, -1.11], [0.72, 0.66, -0.82], [0.46, -0.68, 0.51], [-0.28, 1.13, -0.42], [0.43, -0.32, 0.70], [0.19, -0.39, 0.12], [-0.24, -0.83, -0.50], [0.78, -0.74, 0.45], [-0.45, 0.80, -0.86], [0.28, -0.74, 0.31], [-0.39, 0.48, 0.97], [-0.15, -0.12, 0.11], [-0.14, 0.35, -0.01], [-0.16, -0.33, 0.03], [-0.07, 0.35, -0.01], [0.18, 0.27, -0.36], [-0.21, 0.12, -0.12], [-0.24, 0.26, 0.09], [-0.12, -0.18, 0.01], [-0.47, 0.28, -0.27], [0.08, -0.15, 0.24], [-0.29, 0.38, 0.19], [-0.05, -0.05, 0.08], [0.20, 0.32, -0.12], [-0.11, -0.04, -0.35], [-0.25, 0.08, 0.03], [0.29, -0.14, 0.38], [-0.26, -0.20, 0.11], [-0.28, 0.10, -0.22], [0.39, 0.44, -0.44], [0.13, -0.52, -0.32], [0.04, -0.87, -0.18], [-2.70, 0.59, 0.83], [0.22, 0.08, -0.43], [-0.20, 0.25, -0.22], [0.27, 0.01, 0.34], [-0.14, 1.09, 0.40], [0.45, 1.47, 0.02], [0.39, -0.05, -0.19], [-0.13, -0.14, 0.29], [0.13, -0.87, 0.36], [0.13, 0.39, -0.39], [-0.06, -0.09, 0.04], [0.23, 0.31, 0.41], [0.62, 0.37, -0.18], [0.87, -0.46, -0.35], [-0.23, -0.03, -0.04], [0.17, 0.05, 0.03], [-0.33, -0.22, 0.40], [0.22, -0.17, -0.36], [0.10, -0.50, 0.16], [-0.01, -0.25, 0.15], [-0.16, -0.21, -0.21], [0.17, -0.15, 0.09], [-0.01, -0.47, -0.07], [-0.09, -0.37, -0.21], [0.70, -0.16, 0.42], [-0.47, -0.04, -0.24], [-0.16, 0.03, -0.01], [-0.18, 0.15, -0.40], [0.05, 0.25, -0.02], [-0.85, -0.41, -0.65], [0.16, -0.10, 0.74], [-0.88, -0.34, -0.34], [1.09, 0.08, -0.07], [0.37, 0.21, 0.29], [-0.23, -0.32, -0.42], [0.28, 0.26, 0.97], [-0.01, -0.35, -0.14], [-0.42, 0.21, -0.26], [0.74, -0.61, -0.13], [0.04, -0.18, -0.13], [0.87, 0.55, 0.44], [-0.07, 0.67, 0.10], [0.01, 0.04, -0.10], [0.10, 0.07, -0.67], [0.10, 0.18, 0.12], [0.20, 0.00, 0.17], [-0.40, 0.02, -0.26], [0.11, 0.21, -0.14], [-0.06, -0.42, 0.09], [0.17, -0.06, 0.41], [0.12, -0.16, -0.07], [0.02, 0.13, 0.10], [0.03, 0.14, -0.08], [-0.28, -0.25, -0.19], [0.16, 0.20, 0.10], [-0.19, 0.00, 0.09], [-0.06, -0.01, -0.05], [-0.22, 0.43, 0.25], [-0.26, 0.04, -0.21], [-0.24, 0.85, -0.11], [-0.45, 0.35, -0.57], [-1.05, -0.45, 1.47], [0.44, -0.18, -1.37], [0.52, 0.27, 1.51], [0.54, -0.12, -0.78], [-0.90, 0.13, 0.11], [0.68, -0.44, -0.35], [0.29, -0.48, 0.40], [-0.56, -0.06, 0.10], [0.32, -0.10, 0.36], [0.81, -0.21, -0.55], [-0.09, 0.42, -0.64], [0.02, 0.19, 0.51], [-0.14, 0.12, 0.29], [0.11, -0.10, 0.11], [-0.06, 0.16, -0.38], [0.19, 0.06, -0.13], [-0.37, 0.49, -0.54], [0.03, -0.70, 0.76], [0.06, -0.16, 0.21], [-0.43, -0.66, -0.98], [0.19, 0.10, 2.29], [0.57, 0.30, 0.04], [-1.46, -0.20, -0.95], [0.50, -1.21, -0.48], [-0.72, 0.95, -0.78], [-0.16, -0.57, 0.80], [0.71, 0.27, 0.21], [0.19, -0.02, -0.28], [-0.24, 0.25, -0.28], [0.36, 0.25, 0.28], [-0.53, -0.35, -0.30], [-0.08, 0.42, -0.29], [0.47, -0.22, -0.02], [0.47, 0.25, 0.27], [-0.02, -0.01, 0.09], [-0.27, 0.75, 0.08], [0.20, 0.25, 0.03], [0.65, -0.58, 0.29], [-0.44, -0.40, -0.22], [0.32, 0.11, -0.27], [-0.50, -1.38, 0.60], [0.54, 0.16, -0.92], [0.48, 0.21, 0.36], [-0.21, 0.19, -0.49], [0.49, -1.01, 0.28], [-0.49, -0.53, 1.10], [0.38, 0.44, -0.46], [-0.15, 0.58, 0.12], [0.30, 0.23, -0.12], [0.33, 0.71, 0.01], [-0.31, -0.17, 0.04], [-0.22, -0.23, -0.12], [-0.44, 0.13, 0.26], [0.08, -0.31, 0.69], [0.02, 0.21, 0.09], [-0.20, -0.48, -0.07], [-0.42, 0.52, -0.56], [0.02, -0.05, -0.18], [0.62, 0.08, -0.16], [-0.13, 0.17, -0.43], [-0.49, 0.00, -0.09], [-0.23, -0.60, 0.58], [1.34, -0.28, -0.38], [0.90, 1.02, 1.00], [-0.56, 0.60, 0.39], [-1.86, 0.15, 0.21], [-0.55, 0.03, 1.41], [0.45, -0.38, -0.43], [0.36, 0.11, 0.02], [0.22, 0.32, -0.06], [0.19, -0.08, -0.26], [-0.32, -0.22, -0.28], [-0.30, 0.11, 0.17], [-0.02, -0.29, -0.26], [0.00, 0.01, -0.20], [0.07, -0.14, 0.05], [-0.13, -0.24, -0.36], [0.23, 0.73, -0.93], [0.15, -0.66, 0.56], [-0.11, -0.28, -0.65], [-0.19, -0.14, -0.53], [0.03, 0.46, 0.26], [0.40, 0.01, -0.48]], "lowdin_charge": [-0.02, -0.41, -0.12, -0.16, -0.13, -0.38, 0.05, 0.19, -0.03, -0.01, 0.01, 0.06, 0.06, 0.10, 0.10, 0.12, 0.10, 0.10, 0.09, 0.14, 0.07, 0.01, 0.11, 0.08, 0.11, 0.07, 0.11, 0.08, 0.08, -0.05, -0.20, -0.27, 0.06, -0.16, -0.03, -0.04, -0.20, -0.17, -0.11, 0.10, 0.09, 0.09, 0.14, 0.11, 0.12, 0.12, 0.12, 0.11, 0.13, 0.10, 0.08, 0.09, 0.14, 0.14, 0.12, 0.11, 0.10, 0.06, 0.06, -0.05, -0.14, -0.25, 0.04, -0.16, -0.05, -0.05, -0.21, -0.19, -0.04, 0.08, 0.06, 0.04, 0.11, 0.14, 0.12, 0.10, 0.13, 0.14, 0.13, 0.05, 0.09, 0.08, 0.15, 0.11, 0.14, 0.15, 0.08, 0.10, 0.11, -0.03, -0.11, -0.23, 0.01, -0.15, -0.04, -0.10, -0.18, -0.24, -0.06, 0.09, 0.08, 0.11, 0.13, 0.13, 0.07, 0.10, 0.10, 0.09, 0.12, 0.06, 0.09, 0.06, 0.15, 0.06, 0.13, 0.14, 0.11, 0.10, 0.09, -0.03, -0.18, -0.24, 0.01, -0.16, -0.04, -0.05, -0.19, -0.19, -0.08, 0.07, 0.08, 0.10, 0.09, 0.11, 0.09, 0.10, 0.12, 0.13, 0.13, 0.11, 0.07, 0.09, 0.15, 0.14, 0.15, 0.12, 0.08, 0.11, 0.10, -0.01, -0.34, 0.01, 0.06, -0.10, -0.24, -0.02, 0.03, 0.11, 0.09, 0.11, 0.09, 0.12, 0.12, 0.10, 0.12, 0.13, 0.12, 0.13, 0.11, 0.12, 0.04, -0.36, 0.04, 0.00, -0.08, -0.24, -0.03, 0.13, 0.12, 0.10, 0.13, 0.12, 0.12, 0.09, 0.12, 0.09, 0.13, 0.15, 0.09, 0.13, 0.10, 0.03, -0.32, -0.01, 0.01, -0.10, -0.23, -0.03, 0.12, 0.13, 0.13, 0.11, 0.11, 0.09, 0.08, 0.12, 0.11, 0.11, 0.15, 0.14, 0.14, 0.10, 0.04, -0.33, 0.00, 0.03, -0.13, -0.22, -0.06, 0.12, 0.11, 0.12, 0.11, 0.09, 0.10, 0.11, 0.12, 0.12, 0.12, 0.10, 0.11, 0.13, 0.10, -0.21]}